# 1
# C40H32Cl2MnN7O3P

A molecular structure, C40H32Cl2MnN7O3P at a distorted geometry (the ωB97M-V functional and the def2-TZVPD basis, the OMol25 dataset).

Positions of all 86 atoms, in Å:
Mn -0.407 -0.209 0.520
Cl 2.933 3.458 5.258
C 1.955 3.045 3.885
C 1.462 1.753 3.776
C 0.679 1.372 2.696
N 0.141 0.070 2.635
C 1.024 -0.931 2.764
O 0.821 -2.018 3.322
C 2.308 -0.731 1.967
C 3.544 -1.238 2.318
C 4.607 -1.049 1.444
C 4.394 -0.367 0.257
C 3.115 0.103 -0.016
N 2.098 -0.084 0.813
C 0.403 2.308 1.674
C 0.895 3.604 1.801
C 1.655 3.972 2.902
Cl 2.229 5.606 3.009
N -0.416 1.858 0.644
C -0.660 2.617 -0.450
O 0.078 3.454 -0.956
C -2.077 2.494 -0.989
C -2.505 3.456 -1.898
C -3.839 3.487 -2.261
C -4.706 2.570 -1.689
C -4.185 1.639 -0.807
N -2.899 1.582 -0.470
H 1.676 1.033 4.556
H 3.666 -1.761 3.257
H 5.592 -1.422 1.692
H 5.198 -0.196 -0.445
H 2.893 0.649 -0.926
H 0.712 4.324 1.018
H -1.780 4.162 -2.277
H -4.199 4.226 -2.967
H -5.763 2.573 -1.918
H -4.835 0.903 -0.345
C -1.461 -6.278 0.786
C -1.676 -5.760 -0.483
C -1.973 -4.413 -0.648
C -2.050 -3.569 0.456
C -1.801 -4.090 1.727
C -1.523 -5.437 1.891
P -2.332 -1.766 0.286
C -3.571 -1.438 1.583
C -3.504 -0.199 2.223
C -4.423 0.130 3.209
C -5.402 -0.780 3.576
C -5.456 -2.027 2.966
C -4.546 -2.356 1.975
C -3.247 -1.738 -1.302
C -2.614 -1.217 -2.428
C -3.250 -1.230 -3.662
C -4.525 -1.762 -3.780
C -5.161 -2.288 -2.663
C -4.523 -2.281 -1.432
H -1.254 -7.333 0.915
H -1.631 -6.410 -1.349
H -2.154 -4.023 -1.643
H -1.811 -3.430 2.588
H -1.350 -5.831 2.884
H -2.725 0.504 1.952
H -4.364 1.095 3.694
H -6.115 -0.524 4.348
H -6.202 -2.749 3.272
H -4.581 -3.341 1.526
H -1.620 -0.801 -2.339
H -2.750 -0.816 -4.528
H -5.023 -1.769 -4.741
H -6.155 -2.707 -2.750
H -5.032 -2.686 -0.568
C 2.438 -5.637 -0.790
N 1.785 -4.354 -0.696
C 1.422 -3.497 -1.806
C 0.848 -2.302 -1.055
O 0.404 -1.272 -1.562
N 0.896 -2.522 0.268
C 1.497 -3.707 0.449
N 1.801 -4.157 1.652
H 2.473 -5.940 -1.834
H 1.877 -6.396 -0.238
H 3.461 -5.600 -0.408
H 0.668 -3.948 -2.453
H 2.286 -3.205 -2.407
H 1.585 -3.522 2.436
H 2.214 -5.061 1.785

Atoms 1-3, force components in eV/Å:
Mn 0.808 0.383 0.151
Cl 0.007 -0.010 0.022
C 0.030 0.062 -0.030

Summary:
- multiplicity = 6
- LUMO level (spin up / spin down) (eV) = 0.1 / 0.1
- electronic energy (Ha) = -4565.3875
- energy above the lowest of the compared OMol25 structures with the same formula, charge and spin (kcal/mol) = 24.5
- frontier orbital gap (spin up / spin down) (eV) = 6.7 / 6.7
- HOMO level (spin up / spin down) (eV) = -6.600 / -6.669

# 2
# C3H7O2Tb

A molecular structure, C3H7O2Tb at a distorted geometry (the ωB97M-V functional and the def2-TZVPD basis, the OMol25 dataset).

Positions of all 13 atoms, in Å:
O -0.489 0.160 -2.430
C 0.217 0.802 -1.438
C 0.465 -0.057 -0.205
O -0.546 0.263 0.725
C -0.309 -0.210 2.029
Tb -1.726 -1.607 -2.661
H -0.268 1.769 -1.190
H 1.214 1.093 -1.827
H 1.542 0.073 -0.006
H 0.617 -1.140 -0.024
H 0.035 -1.258 2.054
H 0.535 0.359 2.453
H -1.288 -0.248 2.520

Atoms 1-3, force components in eV/Å:
O -2.486 -2.834 -1.122
C 1.265 -0.018 -0.548
C 0.646 0.147 1.125

Summary:
- multiplicity = 8
- LUMO level (spin up / spin down) (eV) = -4.0 / -5.6
- electronic energy (Ha) = -1093.0857
- energy above the lowest of the compared OMol25 structures with the same formula, charge and spin (kcal/mol) = 0.0
- frontier orbital gap (spin up / spin down) (eV) = 8.5 / 7.0
- total charge = +1
- HOMO level (spin up / spin down) (eV) = -12.531 / -12.542

# 3
# C3H4ClN

A single C3H4ClN molecule at a distorted geometry (the ωB97M-V functional and the def2-TZVPD basis, the OMol25 dataset).

Positions of all 9 atoms, in Å:
C -1.784 0.642 0.329
C -0.738 0.019 0.279
C 0.562 -0.554 0.258
N 1.501 0.671 -0.030
Cl 3.142 0.140 -0.057
H -2.726 1.091 0.158
H 0.803 -1.182 -0.619
H 0.780 -1.053 1.145
H 1.495 1.236 -0.863

Atoms 1-3, force components in eV/Å:
C 1.915 -1.440 -0.515
C -3.055 1.374 0.051
C 1.835 2.409 -3.951

Summary:
- SMILES = C#CCNCl
- multiplicity = 1
- LUMO level (eV) = 0.9
- electronic energy (Ha) = -631.5230
- energy above the lowest of the compared OMol25 structures with the same formula, charge and spin (kcal/mol) = 71.9
- frontier orbital gap (eV) = 10.1
- HOMO level (eV) = -9.242

# 4
# C25H32NO4S2

2 unconnected molecules or ions with the total composition C25H32NO4S2 at a distorted geometry (the ωB97M-V functional and the def2-TZVPD basis, the OMol25 dataset).

Positions of all 64 atoms, in Å:
C -6.510 3.472 -0.485
C -5.263 4.326 -0.709
C -5.484 5.252 -1.870
O -4.176 3.400 -0.933
C -2.895 3.802 -0.654
S -1.855 2.604 -0.081
S -2.480 5.416 -0.779
H -7.395 4.112 -0.494
H -6.628 2.726 -1.279
H -6.484 2.967 0.485
H -5.068 4.923 0.195
H -6.477 5.709 -1.781
H -4.730 6.049 -1.879
H -5.449 4.703 -2.819
C 2.264 -1.167 4.788
C 2.792 -0.223 3.702
C 2.413 1.206 4.075
C 4.323 -0.319 3.664
C 2.198 -0.605 2.336
C 1.438 0.256 1.597
C 0.971 -0.043 0.272
C 0.413 0.993 -0.513
C -0.321 0.716 -1.710
C -1.124 -0.457 -1.857
C -1.713 -0.776 -3.070
C -1.535 0.086 -4.170
N -1.933 -0.372 -5.454
O -1.684 0.321 -6.466
O -2.510 -1.485 -5.530
C -0.857 1.321 -4.010
C -0.327 1.648 -2.783
C 1.219 -1.374 -0.213
C 1.955 -2.300 0.479
C 2.280 -3.701 -0.081
C 3.799 -3.898 -0.195
C 1.668 -3.893 -1.465
C 1.714 -4.775 0.855
C 2.474 -1.948 1.803
O 3.138 -2.781 2.474
H 2.535 -2.199 4.549
H 2.695 -0.898 5.761
H 1.171 -1.095 4.848
H 2.784 1.913 3.326
H 1.326 1.310 4.160
H 2.856 1.472 5.041
H 4.723 0.362 2.903
H 4.736 -0.046 4.644
H 4.631 -1.339 3.419
H 1.194 1.248 1.988
H 0.778 2.006 -0.301
H -1.292 -1.111 -1.003
H -2.284 -1.689 -3.202
H -0.774 1.975 -4.878
H 0.111 2.639 -2.628
H 0.861 -1.637 -1.206
H 4.269 -3.795 0.786
H 4.016 -4.899 -0.590
H 4.229 -3.150 -0.873
H 0.579 -3.774 -1.431
H 2.087 -3.177 -2.180
H 1.885 -4.901 -1.833
H 0.625 -4.667 0.932
H 1.949 -5.775 0.469
H 2.149 -4.667 1.853

Atoms 1-3, force components in eV/Å:
C 0.063 -0.155 0.217
C -0.281 -0.295 0.121
C -0.029 0.695 -0.595

Summary:
- multiplicity = 1
- LUMO level (eV) = 0.4
- electronic energy (Ha) = -2123.8618
- frontier orbital gap (eV) = 4.5
- total charge = -1
- HOMO level (eV) = -4.047

# 5
# C3H9AuO3

A molecular structure, C3H9AuO3 at a distorted geometry (the ωB97M-V functional and the def2-TZVPD basis, the OMol25 dataset).

Positions of all 16 atoms, in Å:
Au 1.737 4.887 2.051
O -0.678 4.990 1.030
H -1.189 4.227 1.310
C 3.022 3.647 4.519
O 3.054 3.974 3.140
C 3.694 2.996 2.316
C 3.745 3.558 0.904
H 2.329 4.339 5.009
H 2.674 2.613 4.661
H 4.026 3.760 4.953
H 3.097 2.069 2.353
H 4.703 2.793 2.709
H 4.067 2.742 0.231
H 4.536 4.333 0.863
O 2.507 4.078 0.537
H 0.141 4.613 0.562

Atoms 1-3, force components in eV/Å:
Au -4.997 4.485 1.174
O 1.762 -0.354 -1.041
H -0.202 -0.329 0.059

Summary:
- multiplicity = 4
- LUMO level (spin up / spin down) (eV) = -3.1 / -8.4
- electronic energy (Ha) = -480.5641
- energy above the lowest of the compared OMol25 structures with the same formula, charge and spin (kcal/mol) = 0.2
- frontier orbital gap (spin up / spin down) (eV) = 8.3 / 6.8
- total charge = +1
- HOMO level (spin up / spin down) (eV) = -11.419 / -15.209